{"formula": "C32H33NO5", "method": "ωB97M-V/def2-TZVPD", "smiles": "CCOC(=O)C(C(=O)OCC)(C(=O)c1ccccc1)[C@H](c1ccc(C)cc1)c1c(C)n(C)c2ccccc12", "lumo_ev": 0.3, "max_force_ev_per_a": 3.99, "orbital_gap_ev": 7.434, "relative_energy_ev": 0.8068, "homo_energy_ha": -0.26383, "species": ["C", "C", "O", "C", "O", "C", "C", "O", "O", "C", "C", "C", "O", "C", "C", "C", "C", "C", "C", "C", "C", "C", "C", "C", "C", "C", "C", "C", "C", "C", "N", "C", "C", "C", "C", "C", "C", "C", "H", "H", "H", "H", "H", "H", "H", "H", "H", "H", "H", "H", "H", "H", "H", "H", "H", "H", "H", "H", "H", "H", "H", "H", "H", "H", "H", "H", "H", "H", "H", "H", "H"], "positions_angstrom": [[-0.1462, -5.0126, 3.4204], [-1.2030, -4.1233, 2.8378], [-0.5577, -2.7988, 2.7029], [-1.3653, -1.9843, 1.9752], [-2.5262, -2.2352, 1.7962], [-0.6145, -0.8361, 1.2664], [-1.4297, 0.4235, 1.5337], [-0.9991, 1.5500, 1.2346], [-2.6490, 0.2935, 2.1104], [-3.4396, 1.5630, 2.3166], [-4.8571, 1.0978, 2.5961], [0.7938, -0.6120, 1.7967], [1.7266, -1.2818, 1.4173], [1.1795, 0.5321, 2.7516], [0.4302, 0.9574, 3.8540], [0.9295, 1.9469, 4.7183], [2.1909, 2.5180, 4.5165], [2.9608, 2.0872, 3.4378], [2.4689, 1.0980, 2.5712], [-0.4190, -1.6005, -0.3904], [0.6937, -2.4513, -1.0025], [1.1497, -2.3869, -2.3456], [2.2329, -3.1460, -2.8117], [2.8716, -4.0738, -1.9640], [4.0748, -4.8451, -2.4559], [2.3827, -4.2038, -0.6577], [1.3086, -3.4334, -0.2158], [-0.7103, -0.4454, -1.1763], [-1.9840, 0.1221, -1.3563], [-3.2496, -0.5422, -1.0210], [-1.8241, 1.3899, -1.8067], [-2.8987, 2.3669, -1.8918], [-0.4779, 1.6815, -1.9978], [0.1299, 2.8470, -2.4230], [1.5206, 2.8470, -2.4826], [2.3039, 1.7456, -2.0715], [1.6683, 0.5896, -1.5543], [0.2757, 0.5358, -1.5782], [-0.5063, -6.0431, 3.4403], [0.7660, -4.9884, 2.8103], [0.0799, -4.7050, 4.4487], [-1.5069, -4.4451, 1.8299], [-2.0921, -4.0279, 3.4797], [-3.0436, 2.1392, 3.1786], [-3.3868, 2.2044, 1.4141], [-5.5470, 1.9431, 2.7646], [-5.2476, 0.5287, 1.7381], [-4.8833, 0.4628, 3.4973], [-0.5324, 0.4841, 4.0663], [0.3143, 2.2919, 5.5414], [2.5498, 3.3186, 5.1652], [3.9339, 2.5435, 3.2479], [3.0962, 0.7671, 1.7466], [-1.3166, -2.2202, -0.2182], [0.6959, -1.6878, -3.0703], [2.6255, -3.0366, -3.8357], [4.3830, -5.6018, -1.7381], [3.8609, -5.3299, -3.4071], [4.9315, -4.1972, -2.6344], [2.8373, -4.9236, 0.0428], [0.9317, -3.5558, 0.8034], [-3.2947, -1.5257, -1.5169], [-3.3160, -0.7479, 0.0596], [-4.1055, 0.0369, -1.3644], [-2.5163, 3.2191, -2.4450], [-3.7500, 1.9009, -2.3978], [-3.2017, 2.6762, -0.8817], [-0.5093, 3.6993, -2.6593], [2.0391, 3.7371, -2.8485], [3.3966, 1.7722, -2.1226], [2.2454, -0.2808, -1.1946]], "forces_ev_per_angstrom": [[0.1, -0.3, 0.2], [0.4, 0.4, 0.1], [-1.2, -0.2, -0.7], [1.1, -0.3, 0.3], [0.1, 0.0, -0.3], [0.5, -2.1, 1.5], [-0.1, 3.6, -1.8], [-0.7, -2.6, 0.5], [0.2, 1.1, 0.1], [0.3, -0.4, -0.1], [-0.2, -0.2, 0.0], [1.5, 1.0, 0.6], [-0.5, -0.1, 0.0], [0.6, 0.2, 0.3], [0.3, 0.1, 0.0], [0.1, -0.2, -0.3], [-0.5, -0.2, -0.3], [-0.4, -0.3, -0.3], [-0.4, 0.1, 0.3], [-2.0, -0.2, 0.6], [1.2, -0.9, 0.7], [-0.3, 0.8, -0.2], [-0.1, -0.5, 0.7], [-0.1, 0.6, 0.0], [-0.2, 0.0, 0.1], [-0.1, -0.2, 0.0], [-0.2, 0.0, 0.2], [-1.1, 2.2, -1.6], [2.8, -1.0, 0.4], [-0.6, -0.5, 0.0], [-0.2, 0.9, -0.7], [0.3, -0.6, 0.1], [0.1, -1.1, 0.8], [0.0, 0.0, 0.0], [0.4, 0.2, -0.1], [-0.9, -0.8, 0.5], [0.9, 0.5, -0.6], [-1.2, 0.5, 0.0], [0.0, 0.0, 0.1], [-0.2, 0.1, 0.2], [0.1, -0.1, -0.3], [0.0, 0.1, 0.4], [0.3, -0.1, -0.3], [0.1, -0.5, -0.6], [0.2, -0.6, 0.5], [0.5, -0.2, -0.1], [0.1, 0.1, 0.3], [0.0, 0.2, -0.4], [0.2, 0.3, -0.1], [0.0, -0.1, 0.0], [-0.1, -0.3, -0.1], [-0.2, -0.2, 0.0], [-0.3, 0.0, 0.1], [0.4, 0.1, -0.8], [0.2, -0.3, 0.7], [-0.5, 0.1, 0.5], [0.0, -0.1, 0.0], [-0.1, -0.1, 0.0], [0.0, 0.2, 0.1], [-0.2, 0.4, -0.5], [0.4, 0.0, -0.3], [0.0, 0.3, 0.1], [-0.2, 0.2, -0.4], [-0.1, -0.1, 0.2], [-0.3, 0.1, -0.1], [0.1, 0.4, 0.0], [0.0, 0.1, -0.3], [0.6, 0.0, -0.1], [-0.2, -0.2, 0.1], [-0.5, 0.1, 0.0], [-0.3, 0.7, -0.2]], "mulliken_charge": [-1.12, -0.26, -0.35, -0.77, -0.59, 5.04, -1.76, -0.70, -0.28, 0.03, -1.18, -0.69, -0.54, 0.36, 0.20, -0.94, -0.41, -0.74, -0.48, -0.03, 0.14, 0.14, -1.00, 1.08, -1.57, -1.15, -0.12, 1.02, -0.33, -1.49, 0.17, -1.01, -0.28, -1.19, -0.68, -1.25, 0.26, 1.03, 0.40, 0.24, 0.29, 0.27, 0.40, 0.30, 0.05, 0.41, 0.27, 0.29, 0.42, 0.40, 0.38, 0.37, 0.41, 1.16, 0.41, 0.37, 0.36, 0.37, 0.32, 0.27, 0.00, 0.32, 0.11, 0.41, 0.36, 0.35, 0.21, 0.24, 0.36, 0.40, 0.52]}

{"formula": "C25H42Cl3CuN4O3Si", "method": "ωB97M-V/def2-TZVPD", "spin_multiplicity": 2, "charge": -1, "s_squared": 0.7530, "lumo_ev": [2.6, 1.7], "max_force_ev_per_a": 1.34, "orbital_gap_ev": [7.313, 6.374], "relative_energy_ev": 1.6810, "homo_energy_ha": [-0.17165, -0.17131], "species": ["C", "C", "H", "H", "H", "C", "C", "H", "H", "H", "H", "Cu", "Cl", "Cl", "H", "H", "C", "C", "N", "H", "C", "O", "H", "H", "H", "H", "H", "H", "C", "C", "N", "H", "C", "O", "H", "H", "H", "H", "O", "C", "C", "C", "H", "C", "H", "C", "H", "C", "C", "H", "H", "H", "Si", "Cl", "C", "C", "C", "H", "H", "H", "H", "H", "H", "H", "H", "H", "N", "C", "C", "C", "N", "C", "C", "H", "H", "H", "H", "H", "H"], "positions_angstrom": [[2.8461, 3.7344, 1.7768], [1.3674, 3.5799, 1.5758], [3.0912, 4.7638, 2.0463], [3.3776, 3.4910, 0.8568], [3.2241, 3.0696, 2.5653], [0.4969, 4.5850, 1.7185], [0.8013, 5.9151, 2.3692], [-0.5540, 4.5048, 1.3786], [1.5767, 6.4945, 1.8235], [1.1198, 5.7951, 3.4224], [-0.1339, 6.5012, 2.3717], [0.2687, -3.2088, 0.0540], [1.3751, -4.0030, 1.8496], [0.7200, -3.2738, -2.1573], [-0.9266, -7.1161, -2.3089], [2.2453, -8.0015, -0.6847], [0.0823, -6.7010, -2.4186], [2.1347, -6.9605, -1.0232], [0.7253, -6.6135, -1.1216], [-0.0031, -5.7002, -2.8681], [0.1306, -5.9763, -0.0883], [-0.8045, -5.1600, -0.1631], [2.6008, -6.3163, -0.2678], [0.6015, -6.2183, 0.8783], [0.7077, -7.3623, -3.0341], [2.6205, -6.8247, -1.9993], [0.9991, 2.6495, -2.5684], [-0.1785, 4.6105, -1.2176], [0.0458, 2.1635, -2.7976], [-0.8117, 4.3682, -2.0809], [-1.0178, 2.9262, -2.1939], [0.0420, 1.1610, -2.3598], [-2.2577, 2.3412, -2.1430], [-2.4928, 1.2039, -2.5282], [-1.7846, 4.8548, -1.9543], [-3.0456, 2.9772, -1.6919], [-0.0723, 2.0937, -3.8929], [-0.2982, 4.7539, -2.9692], [1.3327, 1.8208, -0.0993], [0.9371, 2.1502, 1.1837], [-1.5117, 2.5213, 0.7830], [-0.5439, 1.8259, 1.4813], [-1.1628, 3.1421, -0.0458], [-2.8478, 2.5201, 1.1828], [1.5225, 1.5230, 1.8901], [-0.9276, 0.9532, 2.5090], [-3.5697, 3.1450, 0.6521], [-3.2221, 1.7539, 2.2841], [-2.2640, 0.9577, 2.9261], [-0.1720, 0.3208, 2.9930], [-4.2508, 1.7635, 2.6377], [-2.5389, 0.3434, 3.7818], [2.6997, -0.0934, -0.7270], [1.0060, -1.0438, 0.4702], [2.2329, -0.0664, -2.5244], [3.7810, -1.6938, -0.4705], [3.8388, 1.2307, -0.0744], [1.1590, -0.2532, -2.6146], [2.7516, -0.8484, -3.1042], [2.4953, 0.9116, -2.9509], [3.5903, 2.1847, -0.5455], [4.8965, 0.9960, -0.2756], [3.6794, 1.2913, 1.0121], [3.8189, -1.9511, 0.5981], [4.8217, -1.5873, -0.8192], [3.3404, -2.5675, -0.9798], [-5.2448, -0.8555, 1.2883], [-4.0157, -1.3331, 0.9707], [-3.3455, -0.9109, -0.1911], [-2.1089, -1.4484, -0.4904], [-1.5157, -2.3168, 0.3412], [-2.0671, -2.6373, 1.5180], [-3.3278, -2.1828, 1.8622], [-5.7595, -0.2992, 0.6252], [-5.7443, -1.2359, 2.0722], [-3.7916, -0.1898, -0.8633], [-1.5718, -1.2080, -1.4134], [-1.4623, -3.2992, 2.1462], [-3.7564, -2.4353, 2.8261]], "forces_ev_per_angstrom": [[-0.1, 0.4, 0.4], [-0.9, -0.4, -0.3], [0.1, -0.1, 0.1], [-0.2, 0.0, 0.2], [-0.1, 0.1, -0.1], [-0.2, 0.2, 0.0], [0.0, 0.4, -0.3], [0.8, -0.3, 0.6], [-0.4, -0.2, 0.4], [0.0, 0.1, -0.5], [0.5, 0.0, 0.1], [0.4, -0.2, -0.2], [0.2, -0.1, 0.4], [0.2, 0.0, -0.5], [0.2, 0.0, 0.0], [0.2, 0.1, -0.3], [-0.1, 0.4, -0.3], [0.0, -0.4, 0.7], [-0.7, 0.3, 0.3], [0.1, -0.3, 0.0], [0.5, 0.2, -0.2], [0.3, -1.0, -0.1], [0.1, -0.1, -0.3], [-0.1, 0.3, -0.2], [-0.4, 0.2, 0.0], [-0.2, 0.1, 0.4], [-0.2, -0.2, 0.1], [-0.1, -0.1, 0.0], [0.3, -0.3, 0.0], [-0.2, -0.4, 0.3], [-1.0, 0.2, -0.8], [0.0, 0.5, -0.2], [0.8, 0.1, -0.3], [0.0, 0.5, 0.3], [0.2, 0.1, -0.1], [0.2, 0.0, -0.1], [-0.1, 0.0, 0.2], [-0.3, -0.1, 0.0], [-0.3, -0.1, -0.6], [0.4, -1.1, -0.5], [-0.4, 0.5, -0.1], [0.8, 0.1, 0.3], [-0.3, -0.4, 0.6], [0.2, -0.2, -0.1], [-0.1, -0.1, 0.4], [-0.2, 0.5, -0.1], [0.1, -0.2, 0.2], [0.2, -0.1, 0.1], [0.2, -0.1, -0.1], [-0.4, 0.3, -0.1], [0.2, 0.0, 0.0], [-0.1, 0.0, -0.2], [0.2, -0.8, 0.9], [0.7, 0.9, -0.2], [0.0, 0.1, -0.3], [-0.3, 0.1, 0.0], [0.5, -0.1, -0.2], [0.3, 0.0, -0.2], [-0.1, 0.2, 0.4], [-0.2, -0.2, 0.0], [0.0, -0.2, 0.2], [-0.2, -0.1, 0.2], [0.2, 0.1, -0.3], [0.0, 0.1, -0.2], [-0.3, 0.2, 0.0], [0.0, 0.3, 0.1], [-0.7, 0.2, 0.0], [1.1, -0.1, 0.1], [-0.1, -0.3, 0.0], [-0.2, -0.3, 0.4], [-0.3, -0.1, 0.2], [-0.6, 0.2, -0.5], [0.1, 0.1, -0.2], [0.1, -0.1, 0.1], [0.0, 0.0, -0.1], [0.0, 0.0, 0.0], [-0.2, 0.0, 0.4], [-0.3, 0.2, -0.1], [0.0, 0.0, -0.1]], "lowdin_spin": [0.00, 0.00, 0.00, 0.00, 0.00, 0.00, 0.00, 0.00, 0.00, 0.00, 0.00, 0.74, 0.05, 0.03, 0.00, 0.00, 0.00, 0.00, 0.01, 0.00, 0.01, 0.03, 0.00, 0.00, 0.00, 0.00, 0.00, 0.00, 0.00, 0.00, 0.00, 0.00, 0.00, 0.00, 0.00, 0.00, 0.00, 0.00, 0.01, 0.00, 0.00, 0.00, 0.00, 0.00, 0.00, 0.00, 0.00, 0.00, 0.00, 0.00, 0.00, 0.00, 0.00, 0.10, 0.00, 0.00, 0.00, 0.00, 0.00, 0.00, 0.00, 0.00, 0.00, 0.00, 0.00, 0.00, 0.00, 0.00, 0.00, 0.00, 0.01, 0.00, 0.00, 0.00, 0.00, 0.00, 0.00, 0.00, 0.00]}